(1)
A molecular structure, C42H41NO3P2SSn at a distorted geometry, computed with ωB97M-V/def2-TZVPD.

Calculated values
HOMO energy (alpha / beta): -4.802 / -4.803 eV
Max |F|: 5.985 eV/A
LUMO energy (alpha / beta): -0.43 / -0.43 eV
Gap between HOMO and LUMO (alpha / beta): 0.1607 / 0.1608 Eh
DFT total energy: -3200.2518 Eh

XYZ file:
```
91
Properties=species:S:1:pos:R:3:forces:R:3
Sn 0.09391 1.32895 0.38802 -0.939 -0.083 0.180
C -2.08923 1.41729 -3.38060 -0.903 -0.192 0.220
C -1.94712 0.10758 -3.14900 -0.860 -0.090 -1.350
C -1.01385 -0.81084 -3.89835 0.047 -0.258 0.288
C 0.36105 -0.20714 -4.31908 -0.275 -0.403 -0.491
C 0.95328 0.65645 -3.24924 1.115 -0.173 0.287
C 0.59241 1.89674 -2.92090 0.356 -0.022 -1.345
C 0.00614 2.69226 -4.03424 -1.338 0.354 -0.447
C -1.43131 2.24534 -4.43135 0.244 0.394 -0.298
C 1.92567 0.16225 1.62162 3.047 0.675 1.354
H -2.77439 1.99289 -2.76105 -0.119 -0.436 -0.199
H -2.69136 -0.41293 -2.51481 0.940 0.580 -0.439
H -1.50262 -1.26448 -4.79371 0.253 0.306 0.538
H -0.79711 -1.62301 -3.18289 -0.094 0.119 -0.484
H 1.01214 -1.08480 -4.46609 -0.043 0.443 -0.126
H 0.23503 0.27136 -5.29530 0.176 0.186 0.074
H 1.84633 0.20293 -2.84700 -0.463 -0.292 1.114
H 0.77314 2.45230 -2.00400 0.946 -0.233 -0.073
H 0.60100 2.58855 -4.96541 0.066 0.375 0.739
H -0.07179 3.73941 -3.72832 0.348 -0.004 -0.223
H -1.98141 3.19268 -4.58403 -0.173 -0.703 -0.112
H -1.40243 1.69838 -5.38621 -0.056 0.233 0.256
H 1.67445 1.05040 2.28665 -0.134 -0.624 -1.200
H 3.03249 0.21011 1.85526 -0.849 -0.555 1.036
H 1.43924 -0.71214 2.08372 0.439 0.016 -0.776
P -1.40661 -1.02349 -0.17315 4.898 2.053 -2.760
P 2.72359 -0.21383 -0.17555 -2.124 -1.774 -0.137
C 0.18000 -1.67255 -0.86286 -4.394 -0.850 1.195
C 1.54082 -1.40224 -0.89475 3.205 0.893 0.626
C -2.37031 -2.54365 0.03383 -0.806 -0.563 0.035
C -2.73188 -3.45598 -1.00115 -0.289 0.319 0.442
C -3.64403 -4.49291 -0.73394 0.591 0.174 0.213
C -4.10225 -4.68875 0.57547 0.121 0.116 0.153
C -3.67442 -3.85829 1.62305 0.051 -0.177 -0.607
C -2.82833 -2.78691 1.34360 -0.122 -0.228 -0.344
C -2.66705 0.39908 -0.36888 -1.473 0.058 -0.335
C -2.37488 1.80813 -0.41883 0.129 -0.439 -0.741
C -3.38144 2.79286 -0.49628 -0.180 -0.474 -0.254
C -4.66541 2.39363 -0.86377 0.015 0.090 0.673
C -4.98312 1.03121 -0.92272 0.258 -0.331 0.123
C -4.03103 0.06282 -0.58925 0.127 0.472 0.323
C 4.19129 -1.21021 0.22226 0.320 -0.860 0.389
C 3.93202 -2.50167 0.73763 0.112 -0.059 0.152
C 4.96671 -3.35015 1.14153 0.126 0.077 -0.266
C 6.29880 -2.93779 1.04487 -0.306 0.294 -0.408
C 6.57141 -1.64806 0.57704 -0.261 0.056 -0.095
C 5.53733 -0.78313 0.18442 -0.146 -0.156 0.138
C 3.44927 1.43101 -0.67859 0.479 1.526 0.501
C 3.04205 2.57096 0.04921 -0.642 -0.140 -0.229
C 3.22542 3.87796 -0.43642 -0.036 -0.128 -0.093
C 3.88661 4.09630 -1.65497 -0.486 -0.562 0.402
C 4.50353 2.99211 -2.28165 -0.032 0.069 0.549
C 4.38279 1.69517 -1.71965 -0.699 0.137 -0.476
H -0.02603 -2.70786 -1.21324 0.243 0.478 -0.090
H 2.09647 -2.27052 -1.30775 0.019 0.984 0.134
H -2.32554 -3.35558 -2.01500 -0.235 0.193 0.422
H -3.95609 -5.17356 -1.54203 0.191 0.412 0.490
H -4.77051 -5.51948 0.79253 0.063 0.168 -0.069
H -3.98739 -4.05053 2.65017 -0.005 0.033 -0.298
H -2.47289 -2.12847 2.13238 -0.268 -0.194 -0.349
H -1.41499 2.24680 -0.81781 -1.086 -0.615 0.775
H -3.10237 3.85573 -0.38341 -0.198 -0.717 -0.346
H -5.42655 3.13543 -1.08255 0.056 -0.052 0.078
H -5.98414 0.69916 -1.22084 0.376 0.243 0.144
H -4.32404 -0.98849 -0.57122 0.064 0.267 -0.021
H 2.90141 -2.85148 0.85477 0.359 0.230 -0.166
H 4.73339 -4.35865 1.48988 0.025 0.366 -0.027
H 7.11936 -3.62052 1.27261 -0.287 0.241 0.104
H 7.60694 -1.31322 0.49096 -0.334 -0.043 0.059
H 5.79846 0.22701 -0.13625 -0.148 -0.346 0.073
H 2.44241 2.41359 0.96121 0.479 0.465 -0.678
H 2.74477 4.71411 0.09868 0.445 -0.511 -0.234
H 3.86636 5.11383 -2.08167 0.291 -0.758 0.119
H 5.06361 3.17979 -3.21343 -0.121 -0.422 0.701
H 5.00875 0.88293 -2.08811 -0.501 0.087 -0.464
O -2.00131 3.42744 4.61799 0.541 -0.297 -0.459
S -1.01880 2.40099 4.38962 -0.170 -1.506 -0.765
O 0.37501 2.64666 4.67562 -0.463 0.318 -0.304
N -1.13408 1.62904 2.86724 0.376 0.561 -0.031
C -1.37987 0.32718 2.96326 0.739 0.405 -1.400
O -1.11769 -0.48743 1.98406 -0.463 1.583 3.373
C -1.75349 -0.08686 4.31292 0.189 -0.950 0.893
C -2.03820 -1.38274 4.74199 -0.038 0.075 0.198
C -2.01796 -1.66435 6.10907 0.162 0.286 0.196
C -1.72133 -0.64311 7.02925 0.233 0.013 -0.186
C -1.44685 0.65906 6.58924 -0.390 -0.109 -0.085
C -1.47378 0.91336 5.22930 -0.327 -0.526 0.646
H -2.24353 -2.15720 4.00818 0.155 0.073 0.260
H -2.16292 -2.68849 6.47310 -0.074 0.483 -0.213
H -1.63259 -0.87716 8.09301 -0.174 0.085 -0.354
H -1.23861 1.48149 7.26215 0.105 -0.206 0.187
```
Forces are in eV/Å.


(2)
A molecular structure, C42H41NO4P2Ru at a distorted geometry, computed with ωB97M-V/def2-TZVPD.

Calculated values
Total charge: +2
HOMO energy (alpha / beta): -12.545 / -13.754 eV
Max |F|: 5.315 eV/A
2S+1: 5
LUMO energy (alpha / beta): -5.60 / -9.35 eV
Gap between HOMO and LUMO (alpha / beta): 0.2551 / 0.1617 Eh
Energy above the lowest of the compared OMol25 structures with the same formula, charge and spin: 0.00 kcal per mole
DFT total energy: -2757.4280 Eh

XYZ file:
```
91
Properties=species:S:1:pos:R:3:forces:R:3
Ru 0.53622 -1.66981 -0.89639 -0.937 1.665 1.168
C 1.77229 0.08279 -0.15293 2.120 -0.679 -0.237
C 2.58884 -0.84759 -0.80601 0.324 2.070 0.048
C 3.45387 -1.85264 -0.07480 0.798 0.136 0.278
C 2.83232 -3.20979 0.31663 0.493 -0.149 -0.297
C 1.33496 -3.13714 0.31231 -0.116 -0.172 0.700
C 0.69496 -2.17874 1.16804 0.059 -0.883 -0.430
C 1.48648 -1.20005 2.01767 -0.147 0.590 0.634
C 1.97785 0.12409 1.32931 -0.869 -0.054 0.979
C -1.23731 -2.53421 -1.32204 -0.476 -0.634 0.154
H 1.44239 0.97967 -0.69306 0.138 -0.471 0.223
H 2.97928 -0.46130 -1.74713 -0.375 -0.430 0.264
H 3.82141 -1.40285 0.85300 0.034 0.176 -0.211
H 4.34488 -2.00257 -0.68279 -0.008 -0.191 -0.021
H 3.22732 -4.01320 -0.32755 -0.404 0.316 0.087
H 3.14319 -3.47924 1.34077 0.000 0.072 -0.312
H 0.81446 -4.05265 0.04622 -0.191 -0.066 0.257
H -0.26938 -2.47404 1.59506 0.107 0.212 -0.392
H 2.32892 -1.73454 2.48634 -0.241 0.154 -0.161
H 0.81674 -0.90924 2.83814 0.286 -0.111 -0.095
H 1.47558 0.98615 1.78609 -0.102 -0.248 -0.135
H 3.05331 0.29477 1.54319 -0.544 -0.151 -0.207
H -1.62257 -1.97252 -2.18568 0.059 -0.301 -0.091
H -1.95333 -2.35940 -0.49566 0.309 -0.091 -0.298
H -1.16516 -3.61920 -1.50006 -0.171 0.362 -0.238
P 2.82297 -5.99158 -4.51732 1.987 -0.009 -0.570
P 1.23001 -7.46564 -3.13026 -0.089 -2.276 0.404
C 3.78350 -6.92859 -3.28826 -1.250 -0.530 0.573
C 2.96226 -7.83826 -2.69716 0.781 1.552 -1.013
C 3.58756 -6.50691 -6.07328 -0.501 -0.225 -0.474
C 4.89894 -6.99515 -6.10543 -0.256 -0.165 -0.088
C 5.43441 -7.42108 -7.32193 0.091 0.108 0.146
C 4.67462 -7.33952 -8.48951 -0.322 0.115 0.054
C 3.34960 -6.87560 -8.45094 0.221 0.017 0.055
C 2.80067 -6.45676 -7.24336 0.391 -0.147 0.383
C 3.37800 -4.30237 -4.26747 -0.148 0.285 0.378
C 2.61747 -3.68082 -3.26565 -0.056 -0.204 -0.748
C 2.73802 -2.32848 -3.10162 -0.248 0.208 0.131
C 3.88631 -1.66617 -3.57848 -0.476 -0.138 -0.308
C 4.67339 -2.29267 -4.55063 -0.114 0.010 0.408
C 4.36250 -3.59279 -4.96797 -0.244 -0.089 0.040
C 0.75979 -9.16329 -3.78342 -0.346 -0.081 -0.226
C 1.30819 -9.66039 -4.99153 0.040 0.111 0.426
C 1.22705 -11.02617 -5.28401 -0.074 0.117 0.148
C 0.56942 -11.90439 -4.41388 -0.045 0.342 0.192
C -0.08525 -11.39751 -3.28835 0.165 0.165 -0.226
C -0.00526 -10.03328 -2.99159 -0.038 0.074 0.344
C 0.52493 -7.37044 -1.45255 -0.663 0.315 0.002
C -0.87110 -7.23978 -1.30171 0.387 -0.163 0.117
C -1.45836 -7.50982 -0.06931 0.091 0.026 0.109
C -0.66587 -7.86973 1.02884 0.098 0.104 -0.090
C 0.72345 -7.84701 0.90980 -0.015 0.213 -0.213
C 1.32039 -7.56890 -0.32299 -0.178 -0.244 0.220
H 4.83772 -6.69506 -3.13401 -0.159 -0.565 0.082
H 3.20647 -8.65606 -2.02913 0.208 0.095 -0.036
H 5.46455 -7.07843 -5.17233 -0.038 0.013 -0.550
H 6.45071 -7.82068 -7.34077 -0.329 0.165 -0.099
H 5.10549 -7.64038 -9.44355 -0.100 -0.011 0.266
H 2.74368 -6.84752 -9.35731 0.245 -0.003 0.225
H 1.76501 -6.11640 -7.17123 0.289 -0.069 -0.171
H 1.89923 -4.25273 -2.66772 -0.106 0.220 -0.491
H 1.86302 -1.82644 -2.62255 1.264 -0.312 -0.378
H 4.15711 -0.68273 -3.18006 -0.188 -0.202 -0.639
H 5.51230 -1.75177 -4.99079 -0.215 -0.229 0.142
H 4.89187 -4.04468 -5.81129 -0.174 0.093 0.352
H 1.82364 -8.99096 -5.68508 -0.035 -0.199 0.228
H 1.69174 -11.42380 -6.18822 -0.134 0.236 0.252
H 0.56712 -12.97786 -4.60323 -0.060 0.325 -0.064
H -0.64271 -12.06230 -2.62596 0.167 0.230 -0.222
H -0.52506 -9.65333 -2.10425 0.319 -0.233 -0.340
H -1.47543 -6.96168 -2.16157 -0.045 -0.192 0.113
H -2.53806 -7.45703 0.04247 0.167 -0.014 -0.061
H -1.12584 -8.14926 1.98131 0.133 0.183 -0.384
H 1.36493 -8.04853 1.76278 -0.176 -0.019 -0.068
H 2.40249 -7.55713 -0.39983 -0.177 -0.078 0.099
O -1.86361 -0.28487 1.35837 -0.400 -0.999 0.685
C -1.39528 0.47376 0.49905 2.203 2.541 -4.116
O -0.83915 0.17350 -0.63453 -1.535 -0.087 2.947
C -1.50357 1.98446 0.81443 -0.543 0.941 0.688
C -1.29723 2.98193 -0.18479 -0.266 -0.848 0.324
C -1.54989 4.33297 0.09277 -0.186 -0.582 0.338
C -2.05238 4.68250 1.36851 1.123 -2.195 -0.371
C -2.16158 3.73749 2.40023 0.043 0.793 -0.931
C -1.89272 2.40532 2.10647 -0.265 -0.421 0.018
N -2.30651 6.05528 1.64006 -0.515 4.412 0.123
O -2.11761 6.85390 0.68970 -0.378 -1.738 1.764
O -2.67676 6.43582 2.76721 0.691 -1.457 -1.955
H -0.96026 2.64865 -1.16871 -0.141 0.314 0.267
H -1.37163 5.09959 -0.66901 -0.171 -0.357 0.441
H -2.46136 4.11288 3.37547 0.012 -0.372 -0.106
H -2.04474 1.68531 2.90823 0.134 0.010 -0.210
```
Forces are in eV/Å.